19
Properties=species:S:1:pos:R:3:forces:R:3:lowdin_charge:R:1 method="wB97M-V/def2-TZVPD" de_lowest_kj_mol=131.2 orbital_gap_ev=9.28 mol_weight_g_mol=120.22 fmax_ev_per_a=3.682
C -2.116019 -0.234790 -0.658219 -0.3 0.1 -0.6 -0.151
N -1.101626 -1.170683 -0.181441 0.7 0.3 -0.8 -0.116
C 0.232864 -0.583780 0.156227 -2.5 1.5 0.8 -0.360
C 0.667418 0.674366 -0.668403 -0.7 -0.8 -0.8 -0.290
N 2.096607 0.612989 -0.908549 0.1 0.5 0.8 -0.018
C -0.145437 -0.096487 1.631458 3.4 0.0 -1.4 -0.489
S 1.337917 0.633187 2.426259 -0.1 0.3 0.7 0.685
H -1.972706 0.088728 -1.697421 0.0 -0.2 -0.1 0.064
H -2.255183 0.726947 -0.143523 0.3 -0.7 0.6 0.085
H -3.023251 -0.824852 -0.616610 -0.6 0.4 0.0 0.075
H -1.071860 -1.887307 -0.901261 0.4 0.0 0.2 0.102
H 1.032551 -1.292176 -0.012035 0.0 -0.5 0.7 0.124
H 0.118089 0.652202 -1.640731 0.1 0.1 0.6 0.104
H 0.393357 1.621821 -0.154537 0.4 -0.6 -0.3 0.109
H 2.448577 1.533884 -1.118659 0.3 -0.2 -0.3 0.066
H 2.361460 -0.088107 -1.581044 0.0 0.2 -0.3 0.067
H -0.617502 -0.865649 2.232390 -0.3 0.4 -0.1 0.072
H -0.592659 0.871899 1.434724 -1.3 -0.4 0.4 0.031
H 2.207402 -0.372191 2.401375 0.0 -0.4 -0.2 -0.159

***

19
Properties=species:S:1:pos:R:3:forces:R:3:lowdin_charge:R:1 method="wB97M-V/def2-TZVPD" de_lowest_kj_mol=44.4 orbital_gap_ev=9.52 mol_weight_g_mol=120.22 fmax_ev_per_a=0.911
N 1.148600 -2.434941 -0.254924 0.2 0.8 -0.4 -0.003
C 0.865794 -1.224050 0.461137 -0.3 -0.2 0.3 -0.275
C -0.461423 -0.599661 0.027715 -0.3 -0.1 0.0 -0.410
N -0.617428 -0.620183 -1.400543 -0.3 0.2 -0.3 0.035
C -0.569691 0.799255 0.695476 -0.1 -0.1 -0.6 -0.251
C -0.124025 1.914678 -0.227596 0.5 0.0 0.1 -0.598
S -0.016922 3.526845 0.603409 0.1 0.1 0.0 0.687
H 0.340175 -2.989096 -0.462001 0.3 -0.5 0.0 0.068
H 2.073442 -2.820769 -0.194848 -0.4 -0.4 0.1 0.067
H 0.765612 -1.387812 1.543956 0.1 0.1 0.0 0.110
H 1.656386 -0.482286 0.324533 0.2 -0.1 -0.1 0.115
H -1.282230 -1.199533 0.452077 0.2 -0.1 0.0 0.136
H 0.140653 -0.699639 -2.049089 0.3 -0.1 0.3 0.078
H -1.525993 -0.639082 -1.820436 -0.1 0.0 0.2 0.075
H 0.098463 0.819920 1.549716 -0.1 0.0 0.4 0.096
H -1.593509 0.967480 1.027138 0.0 0.1 0.1 0.104
H -0.709893 2.007641 -1.129999 -0.3 -0.1 -0.1 0.056
H 0.897101 1.684590 -0.540683 0.0 0.2 -0.1 0.066
H -1.085113 3.376642 1.394964 -0.1 0.0 0.0 -0.155